92
Properties=species:S:1:pos:R:3:lowdin_charge:R:1 method="wB97M-V/def2-TZVPD" orbital_gap_ev=2.3 homo_ev=-6.40 charge=0
O -1.7775 -7.3917 1.4247 -0.17
N 3.2949 -2.1467 0.5249 -0.13
C -6.3462 4.6850 6.6367 -0.11
H -2.1593 5.9741 3.1951 0.13
O -6.6217 -0.5648 2.1476 0.06
C -6.0880 3.3575 4.7070 -0.19
C -2.7378 5.0441 3.1499 -0.20
C 5.8876 -2.5360 -5.9062 -0.11
H -1.5708 -3.4983 -2.8449 0.08
H -1.8070 -4.9117 -1.6988 0.10
C 5.9387 -1.1092 -5.3776 -0.32
H 6.8535 -3.0431 -5.8195 0.05
C -4.2255 5.3585 3.2068 -0.17
C -0.6469 0.7652 -0.2752 -0.29
C -6.1857 -0.8339 0.9886 -0.36
Ca 0.5583 0.4577 -2.4751 1.65
F 3.5345 -1.1562 -4.9137 -0.64
C 7.4040 -1.6941 -3.4660 -0.26
H -4.1623 0.7362 -1.6132 0.12
C 0.2546 -1.9038 -1.1601 -0.24
C -3.1934 -0.0746 0.2533 -0.13
H 2.9586 -0.4988 1.9279 0.09
H -4.5460 5.6535 4.2074 0.12
H 7.4622 -1.5983 -2.3746 0.11
C -4.3512 -0.1092 -0.8571 -0.17
H -1.1621 2.9327 3.2145 0.08
O -5.4298 4.0672 5.7532 -0.20
C 1.9133 1.6536 0.3442 -0.55
N -2.1003 -6.4551 2.1997 -0.63
C -2.3063 -2.9927 -0.6967 -0.23
O -3.2967 -6.2122 2.4091 -0.03
H 4.9644 -0.6598 -5.5832 0.06
C -1.7314 -0.4505 -0.2793 -0.02
C 2.7891 -1.6286 1.8300 -0.13
C 8.7455 -1.2774 -4.0669 -0.10
H -6.9403 5.4357 6.1049 0.09
H 9.1218 -0.3598 -3.6131 0.05
C -1.2966 -1.7594 -0.7135 0.02
H 7.9235 1.3804 -3.4642 0.05
O 2.9129 2.2500 -0.3994 -0.11
O -2.3583 4.2468 4.2690 -0.21
H 6.6765 -0.5445 -5.9664 0.09
H 7.2750 -2.7694 -3.6305 0.10
C -1.1081 3.6192 4.0658 -0.10
H 3.2074 -1.8434 -1.5841 0.14
H -0.3267 4.3643 3.9004 0.09
C 6.9352 1.4411 -3.9216 -0.09
O -5.0221 4.2886 2.6929 -0.14
H 9.4923 -2.0543 -3.8726 0.07
Na -1.2125 -9.3888 0.3273 0.85
O -0.9917 1.9896 -0.2878 0.08
F -1.9374 -3.8415 0.4299 -0.05
H -2.5129 4.5194 2.2140 0.12
H 1.6568 -1.8284 1.9775 0.09
O -6.1047 -2.2517 0.6850 0.00
H -3.3006 -4.0849 -2.4809 0.09
H -0.8624 3.0409 4.9577 0.09
H 7.0489 1.4300 -5.0074 0.07
H -3.1635 1.0067 0.6662 0.13
H -7.0018 3.9402 7.0964 0.09
H -3.3965 -2.7103 -0.5229 0.12
C -5.7407 0.2801 -0.0845 -0.08
H -5.5652 2.3602 2.8961 0.11
H 5.6223 -2.5264 -6.9670 0.07
C 2.9702 -1.2489 -0.6193 -0.16
H -6.5964 0.5089 -0.8024 0.13
O -1.2217 -5.7803 2.7492 -0.02
H 3.6386 -0.3045 -0.6817 0.14
C -2.2608 -3.9059 -2.0304 -0.03
H -5.3337 -2.5648 1.2292 0.12
N 6.2062 -1.0106 -3.9454 -0.18
O 0.6907 -2.8386 -1.9029 0.09
H 8.6970 -1.1378 -5.1479 0.07
H -4.1598 2.7888 3.8600 0.12
H -4.4214 6.2078 2.5455 0.13
H -5.4960 1.2271 0.5266 0.12
H -4.5257 -1.1298 -1.3359 0.11
C 6.0078 0.3351 -3.4171 -0.26
H -5.7778 5.1878 7.4204 0.09
H -6.9704 3.9130 4.3678 0.13
H 6.5226 2.4176 -3.6490 0.07
H -3.4400 -0.7472 1.1431 0.14
H -6.4020 2.3886 5.1102 0.13
C 0.9634 0.4814 -0.2048 -0.14
H 6.0601 0.3054 -2.3220 0.10
H 4.3138 -2.2997 0.5304 0.11
H 3.3009 -2.2294 2.6751 0.10
C 1.4027 -0.8496 -0.6358 -0.16
O 1.7168 2.0669 1.5396 0.00
C -5.1400 3.1414 3.5341 -0.18
H 5.1340 -3.1246 -5.3769 0.07
H 4.9767 0.6327 -3.6390 0.09

***

83
Properties=species:S:1:pos:R:3:lowdin_charge:R:1 method="wB97M-V/def2-TZVPD" orbital_gap_ev="4.7 / 6.5" s_squared=6.118 homo_ev="-12.21 / -12.30" spin_multiplicity=5 charge=+2
H -3.4159 -0.0499 1.6523 0.08
C -2.9326 2.6172 -1.3773 -0.19
C 3.3911 2.0788 5.4542 -0.14
C -4.1004 1.5701 2.8628 -0.07
C -0.0083 -1.8158 -2.9618 -0.13
H 2.3190 -1.3185 0.7202 0.04
H -5.1789 0.1120 1.6929 0.13
C 3.0937 1.7459 -3.3392 -0.12
H 4.1681 2.7955 5.7393 0.13
C 3.0226 -0.3843 -1.0866 -0.38
C -4.2068 1.5133 0.3921 -0.17
H 0.7840 1.3723 5.2303 0.13
H 2.2242 2.5446 -1.5275 0.08
H -1.2310 4.2336 -0.4173 0.09
H -0.9812 -1.4467 -2.6436 0.06
H 5.9622 -0.0449 2.4239 0.13
H 4.9966 3.0597 3.7417 0.12
C -2.2693 -3.1381 0.0828 0.01
C -1.6155 2.8652 -2.0498 -0.19
C 1.9414 1.8749 -2.3464 -0.39
H 3.3247 2.7287 -3.7415 0.09
H 0.8985 -3.1495 0.8885 0.10
O -0.6457 -0.3376 4.1845 0.13
C 1.1520 0.9348 3.1955 -0.27
H -4.0283 0.9661 3.7621 0.08
C -4.2401 0.6656 1.6341 -0.19
H 3.9302 -1.8570 0.1969 0.08
C 4.8322 1.0308 3.7377 -0.44
C 1.0632 1.9421 4.3433 -0.14
H -3.9108 4.2539 -2.3340 0.12
C -5.2432 2.4038 0.1503 -0.03
H 0.9553 2.4502 1.8444 0.11
H 2.3638 1.6208 1.6693 0.09
H 0.2308 2.6179 4.1310 0.14
N -2.1317 0.5327 -0.4329 0.02
C -0.6784 3.5166 -1.0232 -0.09
H -6.0125 3.9898 -1.0632 0.11
C -3.0768 1.5541 -0.4622 -0.19
H 1.0797 2.3148 -2.8518 0.07
N -0.4758 -1.7237 0.1571 -0.05
H 2.5006 -2.4220 -0.6535 0.07
N 1.3699 1.5151 1.8567 0.07
H 3.7639 0.0348 5.1148 0.17
H 5.0781 -0.9916 3.5397 0.14
H 3.9954 1.3625 -2.8722 0.06
H 2.9453 1.6903 6.3693 0.14
N 4.0081 0.9511 4.7689 0.10
C 2.9385 -1.5700 -0.1432 -0.15
H 1.9731 3.6317 5.2599 0.13
N 5.1680 2.2155 3.2168 0.23
C -2.6102 -0.6892 -0.4216 -0.08
Mn -0.0764 0.3002 0.3224 0.87
H 1.9223 0.1795 3.3802 0.14
C 0.9753 -0.6671 -3.1258 -0.35
H 3.5605 -0.6710 -1.9912 0.09
H 1.9235 -1.0463 -3.5161 0.09
H 0.1381 4.0402 -1.5135 0.07
H -3.1980 2.1735 2.7767 0.07
H -1.1825 1.9247 -2.4066 0.08
H 0.5658 0.0546 -3.8392 0.09
H -1.1274 -4.8769 0.8136 0.11
C -5.1729 3.3393 -0.8679 -0.04
P 1.3608 0.2859 -1.5841 0.97
C -3.9948 3.4759 -1.5903 -0.03
H -0.2619 2.7377 -0.3535 0.02
H -3.6663 -0.8628 -0.6241 0.16
H 2.7098 3.2086 3.7229 0.10
O -0.7716 0.1701 2.0153 -0.12
H -1.7602 3.5424 -2.8923 0.12
C -1.8318 -1.8158 -0.1388 -0.32
H -4.9490 2.2407 2.9589 0.07
N 5.2455 -0.0865 3.1304 0.21
C -1.1758 -3.8412 0.5413 -0.04
H -0.1310 -2.3162 -3.9192 0.09
H 0.3431 -2.5482 -2.2391 0.06
C -0.1048 -2.9314 0.5749 -0.15
H -6.1211 2.3642 0.7762 0.12
H 3.5629 0.4401 -0.6106 0.08
H 2.8322 1.1017 -4.1728 0.08
C -0.2372 0.1605 3.1673 -0.58
C 2.3019 2.7921 4.6451 -0.17
H -3.2715 -3.4919 -0.0465 0.12
H 5.8848 2.2657 2.5105 0.14

***

80
Properties=species:S:1:pos:R:3:lowdin_charge:R:1 method="wB97M-V/def2-TZVPD" orbital_gap_ev=9.3 smiles="C=CC(=O)OCCCCCC[C@@H](C#N)[C@H](C#N)CC.C1CCOC1.C1CCOC1.C1CCOC1" homo_ev=-8.89 charge=0
C 1.2144 -1.0976 -1.5675 -0.18
H -1.7964 0.3995 7.3309 0.12
O 2.3519 -3.9449 0.3659 -0.17
H 0.4690 0.7074 1.3828 0.12
C -2.1571 -1.3390 6.1240 -0.17
H 3.6911 -6.9274 -0.1030 0.12
H 0.3695 -0.3376 5.3240 0.12
C -1.9701 -1.7951 0.4073 -0.23
C -2.5463 -0.5832 4.8695 -0.20
H 1.9768 -1.9168 -1.8725 0.11
H -4.6032 -3.3706 -2.4594 0.08
H -1.5669 -2.7664 -0.0817 0.14
C 1.4618 -0.7411 -0.0008 -0.19
N -4.0291 -2.5296 2.2056 0.13
H -1.3988 3.2715 -1.9550 0.10
C 1.4442 0.1968 -2.5063 -0.15
C 0.1103 -0.0590 0.5863 -0.18
H 1.9464 6.7903 -4.3517 0.12
H 2.2798 0.0805 0.0663 0.11
H -0.1770 1.2808 5.8135 0.12
H 3.5364 7.0813 -2.5947 0.12
C 3.6320 -5.5251 1.5814 -0.18
H 4.6602 -5.4579 -0.3012 0.12
H -2.7837 -1.2479 4.0364 0.08
C -0.5032 0.2569 5.6168 -0.21
H -2.7461 4.7504 -4.4374 0.09
C 2.6970 5.4990 -1.4121 -0.18
H 2.7070 -4.7885 -1.4964 0.12
C -1.2187 -0.3646 6.8000 -0.18
C -2.7011 -0.8231 -0.6435 -0.25
H 0.6079 5.4403 -0.7837 0.11
H 4.5729 -5.6465 2.1210 0.12
C 3.7270 -5.8574 0.1096 -0.18
C -1.0173 2.3630 -4.1632 -0.38
H -3.0160 -1.6194 6.7362 0.12
H -0.1557 -0.3062 -4.1193 0.14
H -1.8420 5.7142 -2.9895 0.07
H 3.3136 5.7759 -0.5550 0.11
H 4.0242 5.4733 -3.1566 0.11
H -3.4057 0.0710 5.0498 0.12
C -2.0336 4.7251 -3.5276 0.03
C -3.1640 0.5643 0.0592 -0.14
H 2.5553 -3.8259 2.4281 0.12
H -0.5365 -0.8332 7.5118 0.11
H -4.3132 -0.8142 -2.2315 0.12
H 1.8252 5.0407 -4.0671 0.12
O 0.2871 1.7658 -4.1835 -0.08
C -4.0167 -1.4910 -1.3399 -0.21
C 1.2972 6.0762 -1.3451 -0.20
H 1.8210 -1.6349 0.6200 0.09
H -3.2389 -3.6766 -1.1767 0.07
O 0.8377 6.2090 -2.6970 -0.16
N -3.4262 1.6994 0.3554 0.13
C -3.1387 -2.3128 1.4157 -0.15
O -1.9062 2.0092 -4.9947 0.05
H -0.1932 -1.9324 1.7598 0.13
H 1.7051 1.1559 -1.9187 0.12
H -2.8325 -2.8797 -2.7803 0.09
C -0.8683 -1.0838 1.3434 -0.15
H 2.6485 4.4059 -1.4602 0.11
C -1.4716 3.4727 -3.0789 -0.05
H -1.9710 -0.6159 -1.5141 0.11
H -1.3941 -0.6401 2.2709 0.10
H -0.3791 0.5615 -0.2417 0.09
C -3.6568 -2.9342 -1.9656 -0.12
C 3.1496 -4.0888 1.5498 -0.21
C 2.5447 -5.1007 -0.4618 -0.20
C 0.1176 0.5316 -3.3812 -0.18
H 0.1247 -1.4940 -1.6222 0.10
H 3.9898 -3.3898 1.4746 0.12
H 2.8790 -6.1620 2.0578 0.12
H 1.2994 7.0735 -0.8924 0.12
C 3.2007 6.0473 -2.7276 -0.18
H -0.8089 0.7248 -2.7083 0.11
H -4.9043 -1.4998 -0.6202 0.12
C 1.9495 6.0151 -3.5820 -0.20
O -1.4280 0.2468 4.5213 -0.16
H 1.6295 -5.7007 -0.4177 0.12
H 2.2756 -0.0693 -3.2658 0.12
H -1.6143 -2.2521 5.8571 0.12

***

96
Properties=species:S:1:pos:R:3:lowdin_charge:R:1 method="wB97M-V/def2-TZVPD" orbital_gap_ev=6.9 homo_ev=-11.67 charge=+1
H 0.3039 4.1009 0.3713 0.10
C -2.6227 -2.1348 0.8626 -0.09
H -2.3511 3.8181 2.1383 0.08
H -0.1728 4.6964 -1.2809 0.11
H -2.7511 -4.1911 3.2285 0.05
H 0.0016 -5.4226 0.2294 0.12
O 4.4126 0.3317 2.6725 0.02
H 2.0341 3.5167 -4.3057 0.11
H 0.6969 -2.3635 3.6849 0.06
H 0.3501 -5.7940 1.9646 0.15
C -0.3275 -2.0314 4.0306 -0.65
H -0.4180 -4.1325 4.7360 0.07
O 2.9274 1.8724 2.0547 0.08
I 0.1373 -0.3074 5.3744 0.85
C -5.1271 -1.6765 1.1887 -0.16
H -1.8731 -6.4822 1.2215 0.14
F -5.3405 -2.6813 0.1819 -0.09
N 0.4335 -1.8969 -1.3338 0.04
H -3.4850 1.4714 -2.4897 0.10
H 2.8118 -1.4794 1.9820 0.12
F 4.2862 8.0849 -6.4903 0.16
C -2.5382 1.8957 -2.0398 0.01
H -2.1093 2.0171 0.7609 0.09
C 4.1754 6.7587 -6.3168 -0.52
C -1.5793 1.9877 1.7609 -0.22
H -5.9769 -0.9294 1.2686 0.13
O -1.8280 -0.3615 -2.1196 0.03
C 3.1425 6.3895 -5.2561 -0.37
P 2.6193 0.3850 -0.7187 1.06
N 1.0476 -2.0374 -0.0776 -0.25
C -0.2227 -5.0437 1.3001 -0.21
H -1.9859 -3.1666 5.1865 0.08
O 2.6945 7.1412 -4.4328 0.17
O 2.8253 5.0828 -5.3427 0.02
H -0.7150 -3.2780 0.0056 0.16
C -2.3881 -5.2240 2.9379 -0.10
C 2.4002 0.0832 -2.6027 -0.25
H 0.5733 2.3073 1.5102 0.10
C -0.3051 3.8162 -0.5638 0.00
H 3.1203 -0.6827 -3.0292 0.05
O 4.2616 -0.1457 -0.4885 -0.30
O 0.3237 -3.7531 1.6114 -0.18
H -3.3178 -5.9030 2.9745 0.10
C -0.8558 -3.1394 5.1029 -0.18
H -1.3998 3.8822 -0.2153 0.07
H -0.2421 4.4654 -4.0827 0.06
H -2.3529 -4.8410 0.6530 0.11
C 0.0273 0.3432 0.3656 -0.30
S 0.7314 -4.0878 -3.2369 0.81
H 1.8175 -4.5663 -0.4329 0.04
C 0.4699 4.9044 -4.7846 -0.05
H 2.1184 5.0039 -3.3753 0.12
F 3.8816 6.2387 -7.5247 0.16
N -0.2460 1.0322 -0.8978 0.06
H -1.5372 -0.4413 3.1735 0.06
C 2.1392 -0.5583 1.8112 -0.07
C -1.3774 -1.5611 2.9507 -0.16
N 3.5961 -3.0996 -1.0091 -0.22
C 3.1016 0.6541 2.1330 -0.43
C 1.8936 4.5973 -4.3644 -0.22
H 0.2959 5.9820 -4.8261 0.08
C 0.0869 2.4076 -1.1774 -0.35
H -0.3372 -2.9440 6.1084 0.04
C -0.0651 1.3851 1.6235 -0.05
H 1.4412 -0.6110 2.7058 0.06
H -2.2361 1.4166 2.4811 0.10
C -3.7048 -0.9238 0.9870 -0.12
H -2.0467 2.5392 -2.8583 0.10
H -2.3842 -2.0038 3.2974 0.12
H 2.8890 -3.5015 1.2736 0.06
O 0.7413 2.5949 -2.2514 0.02
H -3.5636 -0.2955 1.9198 0.11
H 4.3212 0.6521 3.6047 0.13
H 2.7145 1.0932 -3.0604 0.06
H 0.2712 4.5108 -5.7845 0.09
H 4.6281 -0.4356 -1.3581 0.06
H -3.0327 -2.9700 1.4980 0.08
H 3.4066 -2.2394 -1.5389 -0.07
H -3.7925 -0.3287 0.0213 0.12
C -0.0948 -2.6686 0.7697 -0.18
C 0.6842 -2.7562 -2.2475 -0.61
H -2.5958 -2.3585 -0.2621 0.14
H -1.6545 -5.6847 3.6856 0.09
C -1.4819 0.7419 -1.6126 -0.32
H -5.0594 -2.2077 2.2043 0.12
H -2.8139 2.5953 -1.1966 0.07
N -1.4403 3.3743 2.3746 -0.01
C -1.1251 -1.6242 1.3798 -0.26
H -1.5111 3.2202 3.3938 0.08
C 1.3778 -0.5974 0.3808 -0.32
H 1.3159 -0.0460 -2.9106 0.04
H 0.0714 0.9146 2.6391 0.05
C -1.7586 -5.3641 1.4903 -0.21
P 2.3337 -3.2642 -0.0466 0.83
F 5.4042 6.3079 -5.9938 0.16
O -1.1942 -0.3757 0.6706 -0.11

***

86
Properties=species:S:1:pos:R:3:lowdin_charge:R:1 method="wB97M-V/def2-TZVPD" orbital_gap_ev=8.9 smiles=COCCCCCCCC[N@@H+]1CCN(P(C)O)[C@@H](C(F)(F)CC[Si](C)(C)c2ccccc2)[C@H]1COC(F)(F)F homo_ev=-11.16 charge=+1
H -2.4662 0.0565 -3.4564 0.09
H 4.3427 4.4770 2.5931 0.11
H 3.0106 1.9781 -0.0272 0.07
C -0.6942 -3.3401 -1.2023 -0.23
H -2.6763 -6.6855 -1.9108 0.06
N -1.6595 -3.7831 -0.1751 -0.21
O 3.2071 4.0285 -0.3677 -0.17
C -6.1197 3.2150 -0.7937 -0.08
H -0.3496 -2.0580 2.4407 0.13
O 1.2398 -0.8856 -2.0266 0.04
H -3.3753 -5.3130 1.5026 0.05
C -3.7729 3.3888 -0.6620 -0.12
H 1.7949 0.6239 1.3160 0.09
H 2.5663 -2.3352 -1.2833 0.14
H -4.6524 0.7535 -2.5160 0.10
H 0.0176 2.5592 -3.0809 0.01
C -2.6588 -6.0843 1.2053 -0.24
H -1.4976 3.4156 -3.4774 0.04
F 1.7074 0.8760 -3.2253 0.18
H -7.0939 3.5874 -0.5142 0.11
H 2.5161 -1.4887 0.6226 0.13
C 2.5903 1.2258 3.8332 -0.19
H -6.8723 1.6336 -1.9264 0.11
H 1.5628 2.9597 0.2014 0.08
H 1.8522 1.8898 3.3762 0.11
H 2.2043 2.6398 -1.4625 0.08
H -2.0654 -3.6461 1.8471 0.12
H 0.0124 1.2051 -0.1618 0.00
C 1.5590 -2.2250 -1.6796 -0.10
C 2.4514 2.8322 -0.4219 -0.11
H 4.4042 1.5639 1.8168 0.09
C -0.7016 -2.1310 1.4188 -0.07
H 3.6811 -0.3119 2.7416 0.11
C -3.6073 2.2644 -1.4287 -0.26
H 0.6379 0.0069 2.4673 0.12
C -1.0204 1.5359 -0.0352 -0.15
C 3.9349 1.9681 3.8923 -0.21
C 3.9147 3.6762 1.9946 -0.17
N 0.3763 -1.7139 0.4513 -0.01
C -4.7397 1.6378 -1.8980 -0.10
H -1.5739 0.7960 0.5521 0.03
H 4.9776 3.1470 0.1507 0.12
C 2.6732 -0.1350 3.1063 -0.18
H -0.4467 -4.2806 1.5194 0.12
C -5.0060 3.8757 -0.3381 -0.08
H 1.7608 -2.3453 1.9643 0.14
H -2.8947 3.9095 -0.2987 0.10
H 5.5839 2.5407 2.6681 0.12
H 1.4965 -2.9183 -2.5150 0.15
H -0.7328 0.0179 -3.0973 0.05
H 2.8353 3.7059 2.1313 0.11
H 2.2767 1.0900 4.8652 0.11
C 0.5856 -2.7311 -0.6275 -0.15
P -1.7792 -5.5465 -0.3174 0.87
C -0.8769 3.0250 -2.6766 -0.14
C 2.1280 -0.3459 -2.9081 -0.68
C -2.0401 -1.1621 -1.7560 -0.11
H 1.1161 -3.5478 -0.1387 0.17
H 0.1833 -0.7842 0.0657 0.13
H 4.8337 4.8768 0.4540 0.12
H -0.6243 3.8078 -1.9658 0.04
C 4.3096 3.9288 0.5275 -0.21
H -1.7506 -0.9132 -0.7371 0.06
F 2.2270 -1.0739 -4.0308 0.19
H 4.6479 1.3090 4.3916 0.11
H -5.0596 4.7560 0.2838 0.11
C 1.6067 -0.1969 2.0086 -0.18
H 2.3848 -0.8747 3.8530 0.12
H -0.3647 -4.2366 -1.7415 0.12
F -0.7675 -2.3767 -3.3831 0.11
C -1.4741 -2.4981 -2.2332 -0.47
C 1.6388 -1.5237 1.2640 -0.10
H -1.9788 -6.2595 2.0312 0.04
C 4.5158 2.3737 2.5404 -0.21
H -1.5439 -1.4499 1.3349 0.13
H -1.0952 2.4674 0.5180 0.04
F 3.3606 -0.2447 -2.3649 0.17
O -2.8675 -5.8437 -1.4853 -0.26
F -2.5471 -3.2761 -2.5762 0.08
Si -1.8513 1.6996 -1.7426 0.62
C -5.9712 2.1182 -1.5788 -0.09
C -1.7234 0.0562 -2.6594 -0.20
C -1.1999 -3.5436 1.2008 -0.23
H 3.8079 2.8367 4.5371 0.12
H -3.1207 -1.2499 -1.7408 0.13
H -3.2210 -6.9769 0.9572 0.05